Version A
Molecular formula: C16H17N
Method: DFT, ωB97M-V/def2-TZVPD

Computed properties:
- SMILES = Cc1c[nH]c2ccccc12.Cc1ccccc1
- gap between HOMO and LUMO (eV) = 8.56

Geometry (Å):
C -0.5618 -1.1524 -1.5149
C -2.1034 0.7993 -1.5137
C -0.9174 0.2249 -1.9503
C -2.5122 2.0542 -1.9403
C -0.0594 1.0637 -2.6362
C -1.6357 2.8267 -2.7312
C -0.3406 2.3951 -3.0332
H -2.6445 0.1683 -0.8661
H -3.4613 2.5597 -1.7168
H -0.5800 -1.3020 -0.3854
H 0.5414 -1.1908 -1.7697
H 0.9743 0.7335 -3.0112
H -2.0341 3.7835 -3.2320
H 0.5775 2.8530 -3.5724
H -1.0378 -2.0140 -1.8463
C -0.9312 0.9382 2.8332
C 1.6249 -0.7248 0.6613
C 0.3960 -0.9055 1.4816
C 0.0838 0.3601 2.0277
C 0.8936 1.2123 1.3160
C 2.6884 -1.7836 0.5187
C 2.0940 -2.9414 1.0675
C 0.0637 -2.1013 2.2018
C 0.9347 -3.1018 1.9578
N 1.9624 0.6000 0.6192
H 2.9003 0.9059 0.7908
H 3.6823 -1.5791 0.3130
H 0.9348 2.2111 1.3310
H 2.6619 -3.8758 1.0207
H -0.7504 -2.3453 2.7309
H -1.0216 0.5055 3.7169
H -1.9041 0.9003 2.2656
H 0.4703 -4.0549 1.7904
H -0.9885 1.9776 3.0757

Charges per atom according to Mulliken partitioning, unit e: C -1.14; C -0.05; C 0.62; C -0.85; C 0.04; C -0.15; C -0.67; H 0.47; H 0.36; H 0.02; H 0.16; H 0.13; H 0.25; H 0.26; H 0.58; C -1.74; C 0.30; C 0.89; C 0.33; C -0.84; C -1.08; C -0.28; C -0.62; C -0.62; N -0.20; H 0.30; H 0.48; H 0.69; H 0.37; H 0.55; H 0.45; H 0.28; H 0.28; H 0.44

***

Version B
Molecular formula: C16H17N
Method: DFT, ωB97M-V/def2-TZVPD

Computed properties:
- SMILES = Cc1c[nH]c2ccccc12.Cc1ccccc1
- gap between HOMO and LUMO (eV) = 8.57

Geometry (Å):
C 3.0915 -1.8206 -0.9993
C 1.5222 -1.5549 2.2260
C 1.9074 -1.0131 1.0004
C 2.8582 -1.9345 0.4430
C 3.1099 -2.8721 1.3714
C 0.3186 0.3940 2.5228
C 0.6712 -0.7886 3.0932
C 0.8293 0.9242 1.3489
C 1.5793 0.1767 0.4257
N 2.3503 -2.7573 2.5052
H -0.3648 1.0621 3.0393
H 0.2850 -1.2818 4.0140
H 0.4294 1.7915 0.9776
H 1.7709 0.4696 -0.5110
H 2.1991 -3.4423 3.1959
H 3.4669 -3.8197 1.2727
H 3.9848 -2.4011 -1.2914
H 3.1983 -0.8077 -1.4286
H 2.1738 -2.2879 -1.3342
C -3.7088 3.1465 -2.0903
C -0.8180 0.6682 -2.0062
C -1.6705 1.7175 -2.3953
C -1.1655 -0.1824 -0.9193
C -2.7888 1.9556 -1.6891
C -2.2371 0.1903 -0.1474
C -3.0659 1.2508 -0.5183
H 0.0321 0.6357 -2.6192
H -1.5512 2.1961 -3.2717
H -0.4496 -1.1219 -0.6072
H -2.2140 -0.1755 0.8694
H -4.2435 3.4536 -1.2332
H -4.4410 2.7525 -2.7168
H -3.9816 1.4088 -0.0060
H -3.0776 4.0676 -2.5211

Charges per atom according to Mulliken partitioning, unit e: C -1.22; C -0.29; C 1.54; C 0.15; C -0.82; C -0.40; C -0.78; C -1.05; C -0.38; N -0.07; H 0.40; H 0.30; H 0.42; H 0.57; H 0.21; H 0.47; H 0.36; H 0.29; H 0.27; C -1.40; C -0.38; C -0.83; C -0.21; C 1.01; C -0.42; C -0.76; H 0.50; H 0.52; H 0.20; H 0.39; H 0.39; H 0.35; H 0.37; H 0.29

***

Which structure wins on stability? version B wins.

***

Version A
Molecular formula: C24H38IrN4O2
Method: DFT, ωB97M-V/def2-TZVPD

Computed properties:
- charge = +4
- gap between HOMO and LUMO (alpha / beta) (eV) = 8.63 / 6.30
- multiplicity = 2

Geometry (Å):
Ir -0.7787 1.3574 0.0153
C -1.7500 2.8343 -2.4132
C -1.8836 1.3662 -2.6948
N -2.0340 0.6386 -1.4111
C -3.4089 0.5608 -0.8094
C -3.8075 1.8898 -0.2484
N -2.6015 2.4349 0.4635
C -2.3844 3.9155 0.3431
C -1.1212 4.2031 -0.4507
N -0.8094 2.9982 -1.2569
H -2.6857 3.3337 -2.1863
H -1.3440 3.3316 -3.2948
H -0.9772 0.9897 -3.1695
H -2.7138 1.1503 -3.3700
H -1.7703 -0.3334 -1.5663
H -3.3412 -0.1769 -0.0094
H -4.1301 0.1852 -1.5392
H -4.6507 1.7630 0.4307
H -4.1407 2.5952 -1.0042
H -2.6905 2.2444 1.4564
H -2.2604 4.3406 1.3375
H -3.2823 4.3666 -0.0748
H -0.2703 4.3879 0.1994
H -1.2365 5.0870 -1.0814
H 0.1318 3.1074 -1.6242
O -0.7318 2.1664 2.2861
C 0.3454 3.0624 2.7323
C 1.5907 2.2659 3.0889
C 1.8437 1.0904 2.1316
C 2.2530 1.4842 0.7435
C 3.5838 1.8082 0.4881
C 4.0195 2.0573 -0.7956
C 3.1059 1.9339 -1.8420
C 1.8061 1.6274 -1.5422
N 1.3477 1.4533 -0.2674
H -0.9017 1.5505 3.0158
H -0.0029 3.6403 3.5858
H 0.5035 3.7456 1.9015
H 1.5034 1.8586 4.0980
H 2.4359 2.9572 3.1080
H 0.9581 0.4560 2.0726
H 2.6359 0.4721 2.5544
H 4.2775 1.8371 1.3197
H 5.0555 2.3046 -0.9909
H 3.4048 2.0718 -2.8729
H 1.0905 1.4724 -2.3392
C 0.9111 -7.5538 0.2371
C 0.7897 -6.0638 0.1620
C -0.3615 -5.3884 0.5217
C -0.5004 -3.9473 0.4603
C -1.8068 -3.4122 0.9113
C 0.5766 -3.1617 -0.0128
C 0.5441 -1.7077 -0.1357
O -0.4273 -0.9734 0.0873
C 1.7717 -3.8207 -0.3682
C 3.0102 -3.1308 -0.8329
C 1.8442 -5.2675 -0.2727
H 0.0424 -8.0170 0.6953
H 1.8089 -7.8357 0.7881
H 1.0383 -7.9639 -0.7675
H -1.2162 -5.9531 0.8791
H -2.2859 -4.0990 1.6077
H -2.4718 -3.3469 0.0366
H -1.7317 -2.4225 1.3482
H 1.4798 -1.2416 -0.4649
H 2.8197 -2.4763 -1.6867
H 3.7726 -3.8464 -1.1271
H 3.4298 -2.5182 -0.0269
H 2.7797 -5.7388 -0.5566

Charges per atom according to Mulliken partitioning, unit e: Ir 2.81; C -0.65; C -0.71; N -0.28; C -0.44; C -0.76; N -0.50; C -0.65; C -0.82; N -0.68; H 0.38; H 0.50; H 0.42; H 0.46; H 0.37; H 0.23; H 0.52; H 0.49; H 0.32; H 0.51; H 0.43; H 0.46; H 0.27; H 0.50; H 0.59; O -0.62; C -0.28; C -0.92; C -0.98; C 0.53; C -0.66; C -0.67; C -0.99; C -0.23; N 0.28; H 0.32; H 0.48; H 0.08; H 0.40; H 0.46; H -0.06; H 0.67; H 0.63; H 0.51; H 0.56; H 0.42; C -1.51; C 0.08; C -0.62; C 0.76; C -1.46; C 0.52; C 0.11; O -1.18; C 1.04; C -1.66; C -0.60; H 0.41; H 0.41; H 0.38; H 0.46; H 0.55; H 0.37; H 0.14; H 0.38; H 0.39; H 0.46; H 0.39; H 0.49

***

Version B
Molecular formula: C24H38IrN4O2
Method: DFT, ωB97M-V/def2-TZVPD

Computed properties:
- charge = +4
- gap between HOMO and LUMO (alpha / beta) (eV) = 7.81 / 6.20
- multiplicity = 2

Geometry (Å):
Ir -0.9377 -1.1404 -0.1620
C -3.4419 -0.9697 -2.1080
C -2.2756 -0.3059 -2.7758
N -0.9943 -0.8533 -2.2949
C -0.5203 -2.1411 -2.8735
C -1.3573 -3.2900 -2.4200
N -1.6019 -3.1598 -0.9596
C -2.9627 -3.5214 -0.4853
C -3.7390 -2.2964 -0.0403
N -3.1736 -1.0889 -0.6563
H -3.6517 -1.9537 -2.5159
H -4.3341 -0.3659 -2.2827
H -2.2783 0.7610 -2.5511
H -2.3579 -0.4071 -3.8610
H -0.2707 -0.1681 -2.5053
H 0.5109 -2.2729 -2.5445
H -0.5083 -2.0977 -3.9668
H -0.8336 -4.2175 -2.6569
H -2.3010 -3.3399 -2.9565
H -0.9347 -3.7354 -0.4557
H -2.8841 -4.1941 0.3668
H -3.4844 -4.0725 -1.2669
H -3.6848 -2.1767 1.0403
H -4.7962 -2.4101 -0.2941
H -3.5713 -0.2843 -0.1805
O -0.4590 -2.9409 1.3899
C -1.1208 -2.9645 2.6930
C -0.4462 -2.0377 3.6872
C -0.0033 -0.7182 3.0482
C -1.1272 0.1973 2.6750
C -1.7115 1.0097 3.6444
C -2.6685 1.9409 3.2941
C -3.0094 2.0826 1.9495
C -2.4097 1.2557 1.0333
N -1.5161 0.2990 1.3847
H 0.4578 -3.2283 1.5235
H -1.1149 -3.9841 3.0763
H -2.1542 -2.6814 2.4967
H 0.4408 -2.5120 4.1113
H -1.1369 -1.8739 4.5163
H 0.6047 -0.9127 2.1623
H 0.6325 -0.1978 3.7648
H -1.3834 0.9085 4.6713
H -3.1215 2.5737 4.0470
H -3.7264 2.8239 1.6236
H -2.6097 1.3789 -0.0226
C 6.3973 4.1271 -1.2864
C 5.1295 3.3964 -1.0119
C 4.9073 2.1026 -1.4549
C 3.6895 1.3748 -1.1962
C 3.6247 -0.0057 -1.7276
C 2.6412 1.9946 -0.4749
C 1.3647 1.3589 -0.1762
O 0.9838 0.2366 -0.5280
C 2.8538 3.3079 0.0082
C 1.8667 4.0610 0.8317
C 4.0973 3.9774 -0.2806
H 7.1457 3.5120 -1.7769
H 6.8088 4.5601 -0.3721
H 6.2005 5.0041 -1.9110
H 5.6884 1.6065 -2.0207
H 4.6251 -0.4217 -1.8416
H 3.1884 0.0221 -2.7366
H 3.0119 -0.6619 -1.1189
H 0.6839 1.9674 0.4305
H 0.8865 4.1241 0.3543
H 2.2071 5.0759 1.0190
H 1.7301 3.5793 1.8061
H 4.2348 4.9837 0.1010

Charges per atom according to Mulliken partitioning, unit e: Ir 3.14; C -0.70; C -0.77; N -0.37; C -0.57; C -0.77; N -0.41; C -0.71; C -0.93; N -0.54; H 0.34; H 0.49; H 0.46; H 0.46; H 0.33; H 0.30; H 0.51; H 0.48; H 0.33; H 0.49; H 0.43; H 0.47; H 0.38; H 0.49; H 0.51; O -0.61; C -0.34; C -0.90; C -0.99; C 0.59; C -0.63; C -0.64; C -0.99; C -0.49; N 0.17; H 0.31; H 0.47; H 0.11; H 0.41; H 0.45; H -0.08; H 0.63; H 0.63; H 0.50; H 0.54; H 0.65; C -1.52; C 0.18; C -0.61; C 0.81; C -1.45; C 0.40; C 0.00; O -1.13; C 1.09; C -1.73; C -0.60; H 0.40; H 0.41; H 0.39; H 0.46; H 0.55; H 0.36; H 0.14; H 0.46; H 0.40; H 0.44; H 0.42; H 0.50

***

Which structure wins on stability? version A wins.